[1]
C2HFN2OS as an isolated structure in a non-equilibrium geometry. Source: the OMol25 dataset; level of theory: ωB97M-V/def2-TZVPD.

Cartesian coordinates (Å):
S 2.151 0.904 -0.360
F -2.273 -0.586 1.316
O -0.372 0.499 0.739
N -1.242 -1.074 -0.530
N 0.008 -0.659 -1.117
C -1.244 -0.421 0.545
C 0.365 0.259 -0.437
H 2.934 -0.086 -1.116

Results
**E_tot**: -759.53073 Ha
**F_max**: 8.257 eV/A
**Frontier orbital gap**: 10.104 eV


[2]
A 2-piece molecular cluster, C2HFO3S overall in a non-equilibrium geometry. Source: the OMol25 dataset; level of theory: ωB97M-V/def2-TZVPD.

Cartesian coordinates (Å):
S 3.509 -0.235 0.201
F 1.279 -0.989 0.558
O 0.877 2.151 -1.057
O 3.041 0.577 -0.857
O 3.724 0.479 1.437
C 1.047 1.089 -0.490
C 0.710 0.221 0.436
H -0.291 0.367 1.012

Results
**Spin multiplicity**: 3
**E_tot**: -800.39461 Ha
**⟨S²⟩**: 2.02
**F_max**: 5.249 eV/A
**Frontier orbital gap (alpha / beta)**: 6.493 / 8.788 eV


[3]
One molecule with the formula C2HFO3S in a non-equilibrium geometry. Source: the OMol25 dataset; level of theory: ωB97M-V/def2-TZVPD.

Cartesian coordinates (Å):
S 1.409 -0.934 -0.003
F -1.008 1.694 1.192
O -0.118 -1.134 -0.708
O 2.291 -0.362 -0.959
O 0.795 0.314 1.009
C -0.981 -0.138 -0.328
C -0.454 0.640 0.610
H -1.934 -0.080 -0.814

Results
**Spin multiplicity**: 3
**E_tot**: -800.36726 Ha
**⟨S²⟩**: 2.01
**F_max**: 9.843 eV/A
**Frontier orbital gap (alpha / beta)**: 5.540 / 6.761 eV


[4]
C2HGaO3 as an isolated structure in a non-equilibrium geometry. Source: the OMol25 dataset; level of theory: ωB97M-V/def2-TZVPD.

Cartesian coordinates (Å):
Ga 2.684 -0.377 0.714
O 0.004 -0.605 0.157
O -1.688 0.828 0.640
O 1.015 1.087 -0.981
C 1.150 0.148 -0.250
C -1.269 -0.167 0.121
H -1.896 -0.913 -0.400

Results
**E_tot**: -2226.36509 Ha
**Total charge**: +2
**F_max**: 7.229 eV/A
**Frontier orbital gap (alpha / beta)**: 8.682 / 5.628 eV


[5]
One molecule with the formula C2HIN2O2 in a non-equilibrium geometry. Source: the OMol25 dataset; level of theory: ωB97M-V/def2-TZVPD.

Cartesian coordinates (Å):
I -2.091 -0.698 -0.979
O 0.565 1.364 -1.565
O 0.160 1.671 0.447
N 0.266 -0.962 2.359
N 0.331 0.952 -0.480
C -0.050 -0.458 -0.216
C 0.042 -0.856 1.245
H 0.777 -1.014 -0.811

Results
**Structure (SMILES)**: N#C[C@@H](I)[N+](=O)[O-]
**E_tot**: -634.34812 Ha
**F_max**: 3.027 eV/A
**Frontier orbital gap**: 9.363 eV


[6]
A 2-piece molecular cluster, C2HIN2O2 overall in a non-equilibrium geometry. Source: the OMol25 dataset; level of theory: ωB97M-V/def2-TZVPD.

Cartesian coordinates (Å):
I 2.097 0.212 0.881
O -1.557 1.425 -1.032
O 0.354 -1.972 0.035
N -0.404 1.084 -0.667
N -1.920 -2.063 1.263
C -0.740 -1.794 0.758
C 0.770 1.212 -0.338
H 1.400 1.899 -0.900

Results
**E_tot**: -634.23714 Ha
**F_max**: 7.917 eV/A
**Frontier orbital gap (alpha / beta)**: 8.451 / 5.508 eV


[7]
An isolated ion of composition C2HIN3 and charge +1 in a non-equilibrium geometry. Source: the OMol25 dataset; level of theory: ωB97M-V/def2-TZVPD.

Cartesian coordinates (Å):
I -2.532 1.032 -0.019
N 0.506 -1.448 0.032
N -0.633 -1.686 -0.009
N 1.371 -0.587 0.056
C -0.650 0.519 0.138
C 0.671 0.585 -0.024
H 1.267 1.584 -0.174

Results
**E_tot**: -538.25386 Ha
**Total charge**: +1
**F_max**: 5.391 eV/A
**Frontier orbital gap**: 6.439 eV


[8]
C2HLaO2 as an isolated structure in a non-equilibrium geometry. Source: the OMol25 dataset; level of theory: ωB97M-V/def2-TZVPD.

Cartesian coordinates (Å):
La 1.342 -0.343 -1.237
O 1.779 0.787 2.530
O -1.074 -1.215 -0.969
C -1.328 0.018 -0.967
C 1.686 0.512 1.380
H -2.404 0.241 -0.739

Results
**Spin multiplicity**: 2
**E_tot**: -258.50798 Ha
**⟨S²⟩**: 0.75
**Total charge**: +1
**F_max**: 6.609 eV/A
**Frontier orbital gap (alpha / beta)**: 5.857 / 7.089 eV


[9]
C2HLaO3 as an isolated structure in a non-equilibrium geometry. Source: the OMol25 dataset; level of theory: ωB97M-V/def2-TZVPD.

Cartesian coordinates (Å):
La 2.782 0.366 0.070
O 0.322 1.105 0.038
O -2.695 -1.826 -0.036
O -1.791 2.046 0.037
C -1.714 -2.480 -0.051
C -0.764 1.551 0.027
H -1.482 -3.343 0.626

Results
**Spin multiplicity**: 2
**E_tot**: -332.78703 Ha
**⟨S²⟩**: 0.75
**Total charge**: +3
**F_max**: 9.722 eV/A
**Frontier orbital gap (alpha / beta)**: 3.835 / 9.560 eV


[10]
C2HLiO3Tl as an isolated structure in a non-equilibrium geometry. Source: the OMol25 dataset; level of theory: ωB97M-V/def2-TZVPD.

Cartesian coordinates (Å):
Tl 0.760 -2.449 -0.645
O -1.597 1.117 -0.702
O -0.909 -1.009 -0.909
O 0.256 0.522 0.254
C -0.753 0.190 -0.612
C 1.325 -0.418 0.460
Li -1.018 1.946 0.932
H 1.936 0.102 1.223

Results
**Spin multiplicity**: 2
**E_tot**: -482.50822 Ha
**⟨S²⟩**: 0.75
**F_max**: 2.721 eV/A
**Frontier orbital gap (alpha / beta)**: 5.965 / 6.573 eV


[11]
A 2-piece molecular cluster, C2HN2O2 overall in a non-equilibrium geometry. Source: the OMol25 dataset; level of theory: ωB97M-V/def2-TZVPD.

Cartesian coordinates (Å):
O 2.935 -1.817 -1.115
O -2.490 2.372 0.490
N -1.495 0.380 1.281
N 1.943 -1.253 -0.701
C 0.831 -0.835 -0.726
C -1.923 1.338 0.817
H 0.199 -0.185 -0.046

Results
**E_tot**: -336.76062 Ha
**Total charge**: -1
**F_max**: 4.651 eV/A
**Frontier orbital gap**: 7.797 eV


[12]
C2HN2O2 as an isolated structure in a non-equilibrium geometry. Source: the OMol25 dataset; level of theory: ωB97M-V/def2-TZVPD.

Cartesian coordinates (Å):
O 1.072 1.837 -0.096
O 0.287 -2.274 0.462
N 0.054 -1.043 0.253
N -1.083 1.049 -0.444
C 0.008 1.463 -0.350
C -0.480 -0.686 -0.869
H 0.142 -0.347 1.043

Results
**E_tot**: -336.70086 Ha
**Total charge**: -1
**F_max**: 3.866 eV/A
**Frontier orbital gap**: 7.818 eV


[13]
An isolated ion of composition C2HN2O3S and charge -1 in a non-equilibrium geometry. Source: the OMol25 dataset; level of theory: ωB97M-V/def2-TZVPD.

Cartesian coordinates (Å):
S 1.083 0.385 0.979
O -0.112 -1.897 -0.451
O -2.136 -0.908 -0.080
O -1.226 1.290 0.284
N 3.172 0.650 -0.888
N -0.224 0.353 -0.090
C -0.879 -1.027 -0.186
C 2.318 0.524 -0.122
H -1.996 0.631 0.554

Results
**Structure (SMILES)**: N#CSN(O)C(=O)[O-]
**E_tot**: -810.24951 Ha
**Total charge**: -1
**F_max**: 3.195 eV/A
**Frontier orbital gap**: 8.461 eV


[14]
A 2-piece molecular cluster, C2HN2OS overall in a non-equilibrium geometry. Source: the OMol25 dataset; level of theory: ωB97M-V/def2-TZVPD.

Cartesian coordinates (Å):
S -1.247 -1.407 -1.657
O 2.266 -0.018 -0.592
N -2.131 1.001 -1.811
N -1.923 1.597 -2.750
C 0.178 -1.164 -1.055
C 1.107 -0.415 -0.347
H 0.782 -0.666 0.725

Results
**E_tot**: -659.73624 Ha
**Total charge**: -1
**F_max**: 5.338 eV/A
**Frontier orbital gap**: 5.711 eV


[15]
One molecule with the formula C2HN3O2 in a non-equilibrium geometry. Source: the OMol25 dataset; level of theory: ωB97M-V/def2-TZVPD.

Cartesian coordinates (Å):
O -0.147 -0.160 1.483
O -0.854 -2.174 0.660
N -0.053 1.511 -0.005
N 0.111 -0.705 -0.885
N -0.306 1.144 1.116
C -0.401 -1.124 0.326
C 0.528 0.534 -0.969
H 1.122 0.974 -1.725

Results
**Structure (SMILES)**: O=c1ncnno1
**E_tot**: -391.44775 Ha
**F_max**: 5.173 eV/A
**Frontier orbital gap**: 8.704 eV


[16]
A 3-piece molecular cluster, C2HN3O2 overall in a non-equilibrium geometry. Source: the OMol25 dataset; level of theory: ωB97M-V/def2-TZVPD.

Cartesian coordinates (Å):
O -2.966 3.516 -0.013
O -3.877 1.430 -0.310
N 0.184 -0.042 0.102
N 0.316 -0.939 0.727
N 3.734 0.547 0.167
C -3.436 2.470 -0.151
C 3.887 -0.562 0.403
H 3.366 1.485 -0.163

Results
**E_tot**: -391.58488 Ha
**F_max**: 5.153 eV/A
**Frontier orbital gap**: 12.052 eV


[17]
One molecule with the formula C2HN3O2 in a non-equilibrium geometry. Source: the OMol25 dataset; level of theory: ωB97M-V/def2-TZVPD.

Cartesian coordinates (Å):
O -3.181 -0.767 0.043
O -2.156 -1.560 -0.013
N 2.457 -2.031 0.036
N 0.040 -1.933 -0.045
N -0.749 0.265 -0.015
C -0.914 -0.999 -0.021
C 1.295 -1.940 0.008
H 0.178 0.659 0.001

Results
**Spin multiplicity**: 3
**E_tot**: -391.32672 Ha
**⟨S²⟩**: 2.05
**F_max**: 2.865 eV/A
**Frontier orbital gap (alpha / beta)**: 11.810 / 7.073 eV


[18]
A 2-piece molecular cluster, C2HN3O3 overall in a non-equilibrium geometry. Source: the OMol25 dataset; level of theory: ωB97M-V/def2-TZVPD.

Cartesian coordinates (Å):
O -0.028 -1.378 3.782
O 1.858 -1.795 2.692
O -1.227 0.104 0.220
N -0.286 0.677 0.625
N 0.823 -1.162 2.955
N 2.406 2.356 2.387
C 1.599 1.761 1.815
C 0.632 1.490 0.803
H 0.743 2.326 0.105

Results
**E_tot**: -466.52654 Ha
**F_max**: 3.463 eV/A
**Frontier orbital gap (alpha / beta)**: 9.924 / 7.143 eV


[19]
One molecule with the formula C2HN3O7 in a non-equilibrium geometry. Source: the OMol25 dataset; level of theory: ωB97M-V/def2-TZVPD.

Cartesian coordinates (Å):
O -0.976 -0.939 -2.005
O -0.670 1.382 1.905
O -0.082 -1.999 1.221
O -1.784 -0.773 1.346
O 1.630 -0.431 -1.291
O 0.133 2.389 0.159
O 2.063 -0.524 0.770
N -0.729 -1.074 0.974
N -0.254 1.462 0.774
N 1.340 -0.367 -0.152
C -0.114 0.042 0.015
C -0.435 0.019 -1.557
H -0.123 0.812 -2.158

Results
**Structure (SMILES)**: O=CC([N+](=O)[O-])([N+](=O)[O-])[N+](=O)[O-]
**E_tot**: -767.37600 Ha
**F_max**: 4.253 eV/A
**Frontier orbital gap**: 10.092 eV


[20]
C2HN4O2S as an isolated structure in a non-equilibrium geometry. Source: the OMol25 dataset; level of theory: ωB97M-V/def2-TZVPD.

Cartesian coordinates (Å):
S 0.857 2.424 0.774
O -1.693 0.783 -2.659
O -2.018 -1.346 -2.712
N -0.095 1.627 1.908
N -0.838 0.746 1.595
N -1.473 -0.396 -0.820
N -1.749 -0.317 -2.094
C -0.712 0.528 -0.289
C 0.135 1.535 -0.456
H 0.298 1.942 -1.482

Results
**Spin multiplicity**: 3
**E_tot**: -844.25185 Ha
**⟨S²⟩**: 2.01
**Total charge**: -1
**F_max**: 6.391 eV/A
**Frontier orbital gap (alpha / beta)**: 3.808 / 6.702 eV